141
Properties=species:S:1:pos:R:3:forces:R:3 method="wB97M-V/def2-TZVPD" lumo_ev=-6.419 energy_ev=-240588.22582 total_charge=+1 homo_ha=-0.4396
C 0.551 -3.452 1.752 -0.3 -1.0 -0.5
F 3.397 0.840 10.760 -0.7 0.0 0.0
F 2.170 -6.078 3.583 0.3 -0.4 0.4
H -0.265 3.755 -4.704 0.6 -1.1 -1.8
C 2.723 -0.853 0.936 1.0 0.3 0.6
F 0.585 -1.815 5.139 0.0 -0.3 -0.3
H -0.452 -3.107 1.472 0.3 0.1 0.3
P -1.455 -3.612 -6.356 -3.5 -0.5 1.2
H 4.178 2.033 -8.096 0.2 0.1 -0.3
H 1.571 1.442 11.268 -0.1 -0.2 -0.2
F 3.227 2.377 -12.432 0.0 0.1 0.4
F -7.497 3.311 -0.095 -0.3 -0.1 -0.2
F 5.874 -0.730 8.378 -0.3 0.1 -0.3
H 0.061 3.959 -6.559 -0.1 -1.9 1.8
H -10.950 0.854 3.036 0.0 -0.2 -0.1
H -4.215 6.743 0.519 0.2 0.1 0.4
O 1.393 0.149 8.818 1.0 -0.7 1.4
O -4.776 0.775 -0.767 6.6 3.2 0.2
F 0.379 -4.289 3.931 -0.4 0.8 -0.2
F 2.246 -0.089 12.360 -0.3 -0.1 -0.5
F 0.151 8.261 1.720 -0.4 -0.4 -0.4
C 4.580 -1.137 8.487 1.1 -0.3 0.4
H 4.768 -5.712 4.700 -0.1 -0.3 -0.2
C -0.632 7.205 2.069 0.6 0.4 1.0
F -8.680 1.235 -1.639 0.5 0.2 0.5
F -0.929 6.396 -0.138 0.2 0.0 0.5
C -3.889 6.167 1.394 -0.6 -0.9 -0.5
H 8.086 0.575 -10.259 -0.2 -0.1 0.2
C 2.158 -0.535 7.821 -0.9 0.1 -0.7
F -7.201 1.894 1.533 0.1 -0.1 -0.5
C 0.862 -3.210 3.237 0.8 -0.8 -0.1
H 7.059 -7.648 1.198 0.0 0.2 0.2
F 5.123 3.022 -10.537 -0.4 -0.3 -0.1
F -9.512 1.025 4.393 0.0 -0.4 -0.2
F -9.771 1.729 0.165 0.6 0.3 -0.7
F 3.346 -7.100 2.066 -0.1 -0.1 0.4
F 6.674 -0.992 -8.704 0.2 0.4 -0.6
F 6.689 1.146 -11.553 0.3 -0.3 0.6
H -2.248 -1.279 -0.983 0.3 1.8 -2.0
F 3.086 3.190 -9.798 -0.2 -0.5 -0.2
C -7.374 1.987 0.190 0.8 0.1 0.2
C 6.129 -0.124 -9.599 -1.2 0.2 1.6
F 5.019 -0.735 -10.077 0.8 -0.3 0.1
C 4.032 2.284 -10.200 1.0 0.5 0.4
C -2.004 -0.650 -1.944 1.6 0.4 -4.1
H 1.985 -1.618 7.844 0.3 0.2 0.2
Cl -0.710 -3.203 -2.907 -1.0 3.8 -0.4
C -1.035 1.968 -6.008 0.1 1.0 0.6
H -0.852 -1.986 3.782 0.0 -0.2 -0.1
O -2.510 5.795 1.306 0.9 1.6 0.0
C -1.212 -1.400 -3.167 -1.1 3.1 0.0
F 6.297 -7.292 4.431 0.7 0.0 -0.6
C 0.060 3.176 -5.669 0.1 -0.1 0.0
H 0.019 6.356 2.304 -0.2 0.0 -0.2
C 3.345 -6.754 3.381 0.3 0.3 -0.9
H -9.586 -1.700 0.873 0.2 0.2 0.2
O -8.553 -0.180 0.072 -0.1 1.9 0.4
C -9.236 -0.370 2.492 0.8 -0.5 -0.3
H -2.471 2.770 -3.430 0.6 -2.8 0.6
H -1.715 -4.345 -7.596 1.1 0.9 0.7
F 2.601 0.471 0.651 -0.4 -0.3 -0.3
F 2.896 -0.946 2.279 0.0 -0.2 -0.8
C 0.240 -1.950 3.830 -0.3 0.5 1.0
H 2.539 1.022 -11.155 0.0 0.0 0.2
C 4.488 -5.761 3.641 0.1 1.1 0.0
H 1.966 2.739 -4.377 -0.7 -0.4 -2.3
H -0.334 -4.182 -5.643 -0.1 0.5 -1.0
H -3.178 -2.776 -5.310 0.1 -1.4 0.0
F -4.773 8.798 3.934 0.0 -0.5 -0.2
F 0.162 -0.629 10.498 0.7 0.4 0.2
C -1.335 1.030 -4.666 -0.8 -2.3 2.8
N -2.799 -3.746 -5.462 2.2 2.2 -1.3
F 2.306 -8.809 3.964 0.0 0.4 -0.1
C 1.492 -1.638 0.465 -0.7 -2.1 -0.1
O 1.215 -1.356 -5.935 -9.5 0.0 0.6
H 1.716 -0.208 6.871 0.2 0.1 0.3
O -2.517 0.967 0.749 0.2 1.7 -4.5
C 1.454 -0.413 10.128 -0.8 -0.7 -1.8
F 3.825 1.103 8.162 0.1 -0.5 0.0
H -0.597 1.359 -6.908 -1.1 0.8 2.0
C -9.858 0.890 3.084 -0.3 0.7 1.0
N -2.418 0.811 -2.107 2.6 -1.1 -2.7
C 6.699 -8.015 2.166 0.0 -0.8 -0.7
H 0.512 -4.540 1.618 0.3 0.2 0.2
C -4.382 8.329 2.718 -0.4 1.1 0.6
H 3.689 0.561 -8.870 0.2 0.1 -0.3
F 7.556 -8.975 2.606 -0.1 0.6 0.2
C 7.153 0.202 -10.695 0.7 0.3 -0.8
F 4.002 -0.188 6.422 0.0 -0.5 0.3
H 3.633 -1.228 0.454 -0.3 -0.1 -0.1
F -3.561 6.330 3.727 -0.2 0.3 -0.3
H 4.088 -4.764 3.418 0.0 -0.3 -0.2
O 5.741 1.022 -8.842 0.0 -1.0 -1.6
F -7.888 -0.392 2.673 -0.4 0.2 0.1
H -2.645 3.637 -1.010 -1.2 -0.1 0.6
F 2.209 -3.232 3.419 -0.4 0.4 0.0
H -10.550 -0.267 0.726 0.3 0.2 0.2
O 5.633 -5.876 2.790 0.4 -1.7 0.6
F 0.326 -1.111 0.910 0.2 0.5 -0.7
F -5.602 6.344 2.979 0.3 0.5 -0.4
F 2.028 -1.638 10.058 -0.5 0.4 0.6
F -9.439 2.017 2.465 -0.2 -0.3 0.5
F 5.505 -8.626 1.961 0.4 0.4 -0.1
C -0.117 -1.355 -5.836 5.2 0.0 -0.7
F 4.346 0.603 -11.878 -0.5 0.4 0.0
H 4.519 -2.148 8.075 -0.2 0.0 -0.1
O -1.047 -1.982 -6.826 2.8 0.0 3.3
C -0.881 -0.575 -4.572 -1.7 1.4 2.7
C -9.547 -0.612 1.006 -0.3 -0.9 -0.6
H 1.756 1.517 -5.866 -0.4 2.3 0.8
H -2.024 2.538 -6.357 2.0 -1.6 0.9
Cl 2.687 3.742 -6.525 -0.9 -1.1 1.1
F 1.418 -1.605 -0.894 0.3 0.3 0.4
F 7.438 -0.897 -11.443 -0.3 0.1 0.6
O -3.535 3.232 -0.787 2.7 -3.9 -0.6
H -1.539 0.965 0.522 -1.1 0.0 0.8
C -1.615 6.848 0.947 -1.8 -0.6 -0.7
F -1.277 7.562 3.210 0.3 -0.5 -0.6
C 3.342 -7.985 4.282 -0.4 -1.1 0.4
H -5.094 8.706 1.978 0.0 -0.2 -0.1
C 2.137 0.512 11.145 0.5 0.7 0.6
H 3.229 -7.707 5.333 0.0 0.2 0.0
P -3.339 1.504 -0.700 -6.6 -2.1 2.4
F 4.466 -8.726 4.152 -0.7 0.1 0.1
F -2.333 7.911 0.514 1.0 -0.4 -0.1
F -3.173 8.884 2.471 -0.5 0.0 0.2
C 3.652 -0.180 7.747 -0.5 1.0 0.1
H -4.429 5.216 1.311 0.2 0.2 0.3
C 1.594 2.619 -5.484 -0.3 0.2 0.2
F 4.314 -1.197 9.812 0.4 0.0 -0.6
C 6.585 -6.867 3.178 -0.5 1.8 1.0
C 3.479 1.525 -11.401 -0.4 0.0 -1.2
F 7.777 -6.217 3.272 -0.4 -0.6 -0.4
F 0.659 -0.823 3.211 -0.2 -0.2 0.4
H -6.464 1.613 -0.292 -0.5 0.0 0.0
O 1.545 -3.020 0.817 -0.1 2.2 0.3
C 4.371 1.413 -8.980 0.0 0.1 1.1
C -2.126 1.639 -3.351 1.7 -2.9 -1.5
F -9.718 -1.449 3.186 -0.3 0.5 -0.1
C -8.606 1.202 -0.281 -1.3 -1.6 -0.2
C -4.338 6.805 2.718 0.3 -0.9 0.5

---

91
Properties=species:S:1:pos:R:3:forces:R:3 method="wB97M-V/def2-TZVPD" spin_multiplicity=5 lumo_ev="-0.531 / -0.525" energy_ev=-148694.88517 homo_ha="-0.1948 / -0.2526"
C -2.215 -1.781 1.443 0.2 0.1 0.0
H 4.913 -2.233 4.954 0.0 0.0 0.0
N 3.768 0.554 -3.576 0.2 -0.3 0.1
C 2.326 -2.812 -2.414 0.0 -0.1 0.0
H -2.635 -2.516 0.751 -0.1 0.0 0.0
H -3.852 0.614 -4.890 0.0 0.0 0.0
C -0.868 3.939 2.556 0.1 0.0 0.0
C 3.578 1.078 3.455 0.0 0.0 0.0
H -4.313 1.998 2.648 0.0 0.0 0.0
H -6.528 2.032 3.714 0.0 0.0 0.0
N 2.779 -1.343 -0.618 0.3 0.2 -0.2
H -2.024 -0.879 -4.150 -0.1 0.0 0.0
C -1.276 3.889 1.232 0.0 0.0 0.0
H -7.497 -1.688 1.836 0.0 0.0 0.0
C 3.607 -0.088 2.661 0.0 0.0 0.0
H 4.762 -5.459 -1.115 0.0 0.0 0.0
C 3.124 2.295 2.878 0.0 0.0 0.0
H 1.928 -4.157 -4.037 0.0 0.0 0.0
H 0.012 -2.795 -3.851 0.0 0.0 0.0
C -2.349 -0.504 -2.060 -0.2 -0.2 0.0
C 2.483 -3.974 -3.128 0.0 0.0 0.0
C 3.373 -4.939 -2.654 0.0 0.0 0.0
H -0.480 4.861 2.970 0.0 0.0 0.0
C 0.694 -1.953 -3.971 -0.1 0.0 0.1
C 1.983 2.082 -3.415 -0.1 0.1 0.1
C 2.578 1.159 0.805 0.0 -0.2 0.1
C 3.904 -3.530 -0.767 0.0 0.0 0.0
C -4.415 1.153 -2.891 0.0 0.0 0.0
N 3.261 -1.210 0.619 0.0 -0.3 0.1
H -0.774 1.094 -2.773 0.0 -0.1 0.0
Cr 1.523 -0.152 -1.476 -0.7 0.0 0.8
H 3.423 2.817 -4.577 -0.2 0.1 0.0
H 4.163 -2.158 2.611 0.0 0.0 0.0
H -8.123 0.183 3.329 0.0 0.0 0.0
N 0.782 2.369 -2.843 0.0 0.1 -0.5
H -1.208 4.774 0.612 0.0 0.0 0.0
H 4.449 -3.337 0.144 0.0 0.0 0.0
O 4.312 1.254 -4.437 0.0 -0.5 0.4
H -1.551 -1.172 -1.754 0.0 0.0 -0.1
H -2.165 2.692 -0.308 0.0 0.0 -0.1
C 4.114 -1.275 3.231 0.0 0.0 0.0
H 1.350 -2.112 -4.828 0.0 0.0 0.0
O 4.220 -0.472 -3.123 -0.3 0.8 -0.4
C 4.072 -4.710 -1.481 0.0 0.0 0.0
C 3.114 -0.062 1.292 0.1 0.2 0.0
C -5.549 -0.897 1.417 0.0 0.0 0.0
C -1.788 2.707 0.711 -0.1 0.0 0.0
H 3.504 -5.859 -3.205 0.0 0.0 0.0
H -5.289 -1.724 0.764 0.0 0.0 0.0
H -2.704 -1.932 2.407 0.0 0.0 0.0
Ge -2.830 -0.013 0.839 -0.3 0.0 0.2
H 4.772 -0.198 6.375 0.0 0.0 0.0
H -0.218 1.619 -1.288 0.0 0.1 0.0
H 2.185 3.960 -4.145 -0.1 0.0 0.0
H -0.630 2.836 4.380 0.0 0.0 0.0
C -0.702 -2.039 1.535 -0.1 0.1 -0.1
N 2.476 3.003 -4.259 0.2 -0.2 0.3
C -7.153 0.172 2.850 0.0 0.0 0.0
C -0.958 2.804 3.349 0.0 0.0 0.0
H -0.212 -1.369 2.242 0.0 0.0 0.0
C 4.462 -0.157 5.339 0.0 0.0 0.0
N 0.054 1.336 -2.232 0.4 0.1 0.2
C -0.138 -1.836 0.145 -0.2 -0.1 0.1
H 0.254 3.119 -3.269 0.0 -0.1 0.1
H -5.227 1.795 -3.209 0.0 0.0 0.0
C -2.611 -0.337 -3.416 0.0 0.0 0.0
C -3.120 0.155 -1.099 0.1 0.0 0.0
C 3.025 -2.555 -1.230 -0.1 0.0 0.0
O 0.140 -0.590 -0.136 0.5 0.1 -0.4
H -1.537 0.750 3.457 0.0 0.0 0.0
C -4.160 0.976 -1.538 0.1 0.0 0.0
N 2.520 0.916 -3.068 0.1 -0.1 -0.4
H 3.958 1.915 5.400 0.0 0.0 0.0
H 3.160 3.203 3.468 0.0 0.0 0.0
C -6.799 -0.881 2.017 0.0 0.0 0.0
H 0.122 -1.038 -4.113 0.1 0.0 0.0
O 1.456 -1.778 -2.790 0.2 0.1 -0.1
C 2.649 2.317 1.600 -0.1 0.1 0.1
C -1.467 1.627 2.823 0.1 0.0 -0.1
C 4.003 1.013 4.800 0.0 0.0 0.0
O -0.097 -2.749 -0.662 0.0 -0.1 0.0
H 2.289 3.234 1.153 -0.1 0.0 0.0
C -6.255 1.205 3.070 0.0 0.0 0.0
H -0.525 -3.074 1.826 0.0 0.0 0.0
C -3.640 0.496 -3.835 0.0 0.0 0.0
O 2.035 1.295 -0.402 0.2 0.0 -0.3
C -4.627 0.130 1.635 0.0 -0.1 -0.1
H -4.782 1.483 -0.809 0.0 0.0 0.0
C 4.529 -1.311 4.537 0.0 0.0 0.0
C -1.893 1.562 1.497 0.1 -0.1 0.0
C -5.004 1.182 2.466 0.0 0.0 0.0

---

87
Properties=species:S:1:pos:R:3:forces:R:3 method="wB97M-V/def2-TZVPD" spin_multiplicity=4 lumo_ev="-5.967 / -7.945" energy_ev=-170071.49249 total_charge=+2 homo_ha="-0.4896 / -0.5116"
C 2.901 1.697 0.175 -0.3 0.1 0.1
C -4.088 1.340 -2.134 0.1 0.0 -0.1
H 2.882 -5.005 2.822 0.0 0.0 0.0
C 4.822 -0.156 -0.425 0.2 0.0 -0.1
H 0.516 -3.496 3.603 0.0 0.0 0.0
H -3.626 0.477 1.965 0.0 0.0 0.0
H -1.876 2.989 3.080 0.0 0.1 -0.1
H -2.927 -4.816 1.792 0.0 0.0 0.0
N 2.439 -1.860 1.763 0.2 -0.1 0.2
H -1.389 -4.726 -0.196 0.0 0.0 0.0
H -3.561 2.001 -2.823 0.0 0.0 0.0
O -1.424 -0.705 4.460 -0.2 0.1 0.2
C 1.337 1.323 -2.559 0.0 0.0 0.0
H -4.364 3.601 0.342 0.1 0.0 0.0
C -0.319 3.008 -2.114 0.1 0.0 0.0
Ge -0.901 0.455 -0.854 -0.8 0.4 -0.8
H -4.055 0.326 -2.513 -0.1 -0.1 -0.1
H -2.743 3.574 1.040 0.1 0.0 0.1
C -2.569 -1.770 -1.714 0.0 0.0 -0.1
H -1.711 1.394 2.340 0.0 -0.1 -0.1
H 5.589 -0.894 -0.611 0.0 0.0 0.0
C 4.059 2.115 -0.446 0.2 0.1 -0.1
C -1.290 -1.953 2.422 0.1 0.3 0.1
C -0.570 -2.860 0.412 0.2 0.2 0.0
N 0.829 1.970 1.341 0.1 0.1 0.1
Ge -3.320 1.488 -0.360 0.2 -0.1 0.2
C -2.245 -3.986 1.661 -0.1 0.0 0.1
H 4.219 3.158 -0.673 0.0 0.0 0.0
H 0.975 5.824 0.951 0.0 0.0 0.0
C 3.655 -0.510 0.215 -0.2 -0.2 0.2
H 1.716 0.312 -2.443 0.0 0.0 0.0
C 2.039 2.223 -3.351 0.0 0.0 0.0
H 1.986 -3.469 4.549 0.0 0.0 0.0
C 1.562 3.517 -3.526 0.0 0.0 0.0
O 0.706 -3.468 -1.505 0.0 -0.1 -0.2
C -0.087 2.757 1.956 0.0 -0.1 0.0
C -0.979 -1.055 -3.366 -0.1 0.0 -0.1
C -3.314 3.361 0.145 0.0 0.1 0.0
N -0.552 -1.883 1.317 -0.1 -0.5 -0.1
O 0.135 -0.164 2.931 -0.4 -0.3 0.7
H -4.236 -0.642 0.724 0.0 0.0 0.0
C 0.146 1.704 -1.933 0.2 -0.1 0.0
C -1.434 -2.047 -4.225 0.0 0.0 0.0
C -1.172 2.200 2.829 0.0 0.1 -0.1
C -1.541 -0.901 -2.096 0.2 -0.2 0.2
N 2.702 0.407 0.466 0.5 0.1 -0.2
H -0.761 4.740 2.349 0.0 0.0 0.0
H -2.971 3.996 -0.669 0.0 0.0 0.0
C 0.946 4.748 1.065 0.0 0.1 0.0
C 3.023 -4.124 2.208 0.0 -0.1 0.1
C 2.309 -2.968 2.519 -0.1 0.2 0.0
H 2.696 4.375 -0.121 0.0 0.0 0.0
C -3.031 -2.759 -2.570 0.0 0.0 0.0
C 1.901 3.945 0.470 0.1 0.2 -0.1
C 1.828 2.587 0.654 0.1 -0.3 -0.1
C 3.407 -1.844 0.806 -0.2 0.3 0.0
H -5.165 0.798 1.158 0.0 0.0 0.0
H -0.767 1.818 3.761 0.0 -0.1 0.0
H 4.868 -2.906 -0.331 0.0 0.0 0.0
C -0.905 -0.873 3.402 0.3 0.1 -0.5
H -2.768 -2.997 3.531 0.0 0.0 0.0
C 0.447 -2.648 -0.680 0.0 0.4 0.2
H -0.990 -2.155 -5.206 0.0 0.0 0.0
C 0.380 3.909 -2.909 0.0 0.0 0.0
H -1.232 3.334 -1.633 0.0 0.0 0.0
C 5.016 1.172 -0.772 0.1 0.0 0.0
H 5.934 1.477 -1.259 0.0 0.0 0.0
H 2.951 1.912 -3.847 0.0 0.0 0.0
H -3.030 -1.669 -0.738 0.0 0.0 0.0
H 4.447 -5.036 0.895 0.0 0.0 0.0
C -2.180 -2.978 2.623 -0.2 -0.2 0.1
C -4.155 0.403 1.016 -0.1 -0.1 0.0
O 1.046 -1.449 -0.556 -0.2 -0.2 -0.1
C -1.407 -3.946 0.554 0.0 -0.1 -0.1
C 3.909 -4.133 1.156 0.1 -0.1 -0.1
H 2.103 4.215 -4.153 0.0 0.0 0.0
C -0.025 4.143 1.828 -0.1 0.0 0.0
Mo 0.846 -0.302 1.119 -0.1 0.1 0.0
C -2.457 -2.901 -3.829 0.0 0.0 0.0
C 1.452 -2.954 3.750 0.0 0.0 -0.1
H -0.001 4.914 -3.051 0.0 0.0 0.0
H -5.128 1.670 -2.051 0.1 0.0 0.0
H -0.197 -0.390 -3.706 0.0 0.0 0.0
H -2.812 -3.671 -4.503 0.0 0.0 0.0
H 1.250 -1.944 4.085 0.0 0.1 0.0
H -3.838 -3.414 -2.263 0.0 0.0 0.0
C 4.139 -2.951 0.465 0.1 -0.1 -0.1